Version P
The following is a quantum chemistry calculation of an isolated molecule of C4H7F, from the Open Molecules 2025 dataset.

Geometry as XYZ:
```
12
Properties=species:S:1:pos:R:3:nbo_charge:R:1
C 0.15 -0.28 1.56 -0.59
C -0.42 -0.71 0.12 -0.43
C 0.33 0.02 -0.84 -0.28
C -0.09 0.96 -1.67 0.23
F 0.74 1.91 -2.09 -0.34
H -0.34 -0.93 2.29 0.21
H 1.21 -0.35 1.72 0.21
H 0.01 0.74 1.70 0.21
H -1.51 -0.64 -0.05 0.21
H -0.34 -1.80 0.09 0.21
H 1.38 -0.17 -0.96 0.21
H -1.12 1.24 -1.86 0.15
```

Orbital gap ... 10.30 eV

Version Q
The following is a quantum chemistry calculation of an isolated molecule of C4H7F, from the Open Molecules 2025 dataset.

Geometry as XYZ:
```
12
Properties=species:S:1:pos:R:3:nbo_charge:R:1
C -1.42 -0.47 -0.03 -0.64
C -0.14 0.39 -0.06 0.34
F -0.56 1.71 0.10 -0.36
C 1.08 0.19 -0.73 -0.45
C 1.05 -0.05 0.76 -0.46
H -2.13 -0.14 -0.82 0.22
H -1.83 -0.16 0.91 0.22
H -1.32 -1.57 -0.19 0.22
H 1.52 1.13 -1.16 0.24
H 1.30 -0.70 -1.36 0.23
H 1.00 -1.07 1.11 0.22
H 1.44 0.73 1.48 0.23
```

Orbital gap ... 11.23 eV

Version R
The following is a quantum chemistry calculation of a cluster of 2 separate species, C4H7F in total, from the Open Molecules 2025 dataset.

Geometry as XYZ:
```
12
Properties=species:S:1:pos:R:3:nbo_charge:R:1
C -1.01 -1.57 0.34 -0.52
C 1.79 0.42 -0.25 0.14
C -0.44 1.15 -0.05 -0.66
C 0.45 -0.06 -0.05 -0.03
F 2.89 -0.44 -0.11 -0.37
H -1.16 -1.75 1.49 0.23
H 2.06 1.40 -0.61 0.18
H 0.17 2.01 -0.55 0.20
H -0.80 1.35 0.91 0.21
H -1.33 0.90 -0.67 0.19
H -1.82 -0.99 -0.19 0.20
H -0.78 -2.44 -0.27 0.21
```

Orbital gap ... 9.35 eV

Calculated relative energies: version P 23.3; version Q 0.0; version R 314.3, given in kJ/mol

Version P
The following is a quantum chemistry calculation of an isolated molecule of C3H6INO2, from the Open Molecules 2025 dataset.

Geometry as XYZ:
```
13
Properties=species:S:1:pos:R:3:nbo_charge:R:1
C 0.53 0.53 -1.16 -0.70
C -0.34 0.22 -0.02 -0.06
C 0.08 0.57 1.38 -0.70
I -2.27 0.84 -0.34 0.18
N -0.44 -1.57 -0.19 0.56
O 0.20 -2.19 0.60 -0.37
O -0.99 -1.84 -1.18 -0.35
H 0.28 0.46 -2.26 0.26
H 1.36 -0.26 -1.15 0.23
H 1.02 1.41 -0.91 0.23
H -0.72 0.51 2.15 0.24
H 0.60 1.55 1.51 0.24
H 0.70 -0.24 1.58 0.25
```

Orbital gap ... 10.13 eV

Version Q
The following is a quantum chemistry calculation of a cluster of 2 separate species, C3H6INO2 in total, from the Open Molecules 2025 dataset.

Geometry as XYZ:
```
13
Properties=species:S:1:pos:R:3:nbo_charge:R:1
C -0.68 -0.27 -0.21 -0.61
C 0.56 -0.12 0.60 -0.54
C 1.64 0.50 -0.24 -0.19
N 1.96 1.88 0.19 0.44
O 3.00 2.35 -0.27 -0.36
O 1.12 2.52 0.82 -0.36
I 3.55 -0.51 -0.32 0.21
H -1.25 0.72 -0.51 0.22
H -1.45 -0.85 0.35 0.23
H -0.48 -0.81 -1.15 0.21
H 0.84 -1.25 0.81 0.23
H 0.52 0.43 1.58 0.26
H 0.91 0.66 -1.70 0.27
```

Orbital gap ... 8.78 eV

Calculated relative energies: version P 0.0; version Q 159.2, given in kJ/mol

Version P
The following is a quantum chemistry calculation of an isolated molecule of C3H4N4S, from the Open Molecules 2025 dataset.

Geometry as XYZ:
```
12
Properties=species:S:1:pos:R:3:nbo_charge:R:1
H 2.44 0.32 -0.80 0.37
N 1.70 -0.35 -0.73 -0.60
C 0.70 0.20 -0.21 0.33
C 0.39 1.59 0.31 -0.04
S 1.46 2.81 0.27 0.07
N -0.91 1.60 0.81 -0.51
C -1.37 0.39 0.62 0.33
N -0.50 -0.47 0.05 -0.28
N -0.79 -1.82 -0.23 -0.62
H -2.39 0.08 0.87 0.22
H -0.12 -2.38 0.27 0.37
H -0.63 -1.97 -1.23 0.37
```

Orbital gap ... 7.71 eV

Version Q
The following is a quantum chemistry calculation of an isolated molecule of C3H4N4S, from the Open Molecules 2025 dataset.

Geometry as XYZ:
```
12
Properties=species:S:1:pos:R:3:nbo_charge:R:1
C -0.93 -2.15 -0.13 -0.64
C -0.22 -0.85 0.17 0.32
N 0.99 -0.57 0.10 -0.21
N 1.46 0.65 0.08 -0.23
C 0.56 1.67 0.14 0.15
S 0.94 3.36 0.35 0.06
N -0.79 1.47 -0.12 -0.19
N -1.11 0.22 -0.14 -0.17
H -0.18 -2.86 -0.32 0.23
H -1.74 -1.89 -1.03 0.26
H -1.42 -2.49 0.80 0.23
H 2.44 3.44 0.10 0.19
```

Orbital gap ... 8.45 eV

Version R
The following is a quantum chemistry calculation of an isolated molecule of C3H4N4S, from the Open Molecules 2025 dataset.

Geometry as XYZ:
```
12
Properties=species:S:1:pos:R:3:nbo_charge:R:1
N -3.98 -0.27 -0.35 -0.27
C -2.82 -0.22 -0.29 0.23
C -1.40 -0.10 -0.25 -0.11
N -0.72 -1.10 0.16 -0.14
N 0.63 -1.08 0.30 -0.44
C 1.60 -0.11 0.01 0.22
N 1.18 1.21 0.11 -0.81
S 3.12 -0.55 -0.43 -0.13
H -0.98 0.89 -0.53 0.22
H 1.01 -1.99 0.49 0.42
H 1.92 1.87 -0.01 0.42
H 0.46 1.46 0.80 0.40
```

Orbital gap ... 8.56 eV

Calculated relative energies: version P 0.0; version Q 240.0; version R 17.2, given in kJ/mol

Version P
The following is a quantum chemistry calculation of an isolated molecule of C4H4N2OS, from the Open Molecules 2025 dataset.

Geometry as XYZ:
```
12
Properties=species:S:1:pos:R:3:nbo_charge:R:1
O 2.45 -0.80 -0.81 -0.57
C 1.44 -0.49 -0.24 0.76
N 0.73 -1.43 0.54 -0.43
C -0.47 -1.73 0.35 -0.01
S -1.60 -0.95 -0.74 0.23
C -1.46 0.71 -0.10 -0.43
C -0.28 1.36 0.06 0.01
N 0.99 0.81 -0.17 -0.63
H -0.90 -2.52 0.99 0.20
H -2.36 1.21 0.19 0.23
H -0.25 2.40 0.43 0.22
H 1.69 1.44 -0.48 0.41
```

Orbital gap ... 9.30 eV

Version Q
The following is a quantum chemistry calculation of an isolated molecule of C4H4N2OS, from the Open Molecules 2025 dataset.

Geometry as XYZ:
```
12
Properties=species:S:1:pos:R:3:nbo_charge:R:1
C 0.60 -1.87 -0.02 0.23
C -0.69 -0.97 0.02 0.53
C 1.71 0.05 0.20 0.20
C -0.94 1.53 -0.06 -0.42
N 1.71 -1.22 -0.01 -0.51
N -0.36 0.27 0.17 -0.50
O -1.79 -1.52 -0.12 -0.64
S 2.66 1.27 0.25 0.25
H 0.35 -2.98 -0.14 0.24
H -0.10 2.23 -0.33 0.21
H -1.63 1.42 -0.84 0.21
H -1.52 1.81 0.87 0.20
```

Orbital gap ... 7.12 eV

Calculated relative energies: version P 0.0; version Q 227.0, given in kJ/mol

Version P
The following is a quantum chemistry calculation of an isolated molecule of C4H4N2OS, from the Open Molecules 2025 dataset.

Geometry as XYZ:
```
12
Properties=species:S:1:pos:R:3:nbo_charge:R:1
C -1.89 -0.18 -1.20 -0.72
C -0.98 -0.12 -0.03 0.37
O -0.80 -0.85 0.89 -0.53
S -0.08 1.36 -0.13 0.45
N 1.06 1.62 0.94 -0.56
C 1.93 0.70 1.25 0.09
C 2.01 -0.86 0.75 0.20
N 2.36 -1.77 0.14 -0.29
H -1.22 -0.65 -2.03 0.26
H -2.77 -0.99 -1.02 0.25
H -2.32 0.71 -1.46 0.24
H 2.70 1.02 1.91 0.22
```

Orbital gap ... 8.99 eV

Version Q
The following is a quantum chemistry calculation of an isolated molecule of C4H4N2OS, from the Open Molecules 2025 dataset.

Geometry as XYZ:
```
12
Properties=species:S:1:pos:R:3:nbo_charge:R:1
O 2.60 -0.02 0.01 -0.67
C 1.45 -0.76 0.12 0.23
C 0.22 -0.17 -0.15 -0.05
C -0.10 1.17 -0.04 0.08
N -1.38 1.37 -0.01 -0.42
C -1.99 0.12 -0.05 0.16
S -3.55 -0.23 0.05 -0.08
N -0.98 -0.83 -0.15 -0.57
H 2.50 0.97 -0.24 0.50
H 1.70 -1.79 0.35 0.21
H 0.65 1.97 0.31 0.20
H -1.11 -1.80 -0.20 0.42
```

Orbital gap ... 6.97 eV

Calculated relative energies: version P 128.0; version Q 0.0, given in kJ/mol

Version P
The following is a quantum chemistry calculation of the ion C5H6O8S2 with charge -2, from the Open Molecules 2025 dataset.

Geometry as XYZ:
```
21
Properties=species:S:1:pos:R:3:nbo_charge:R:1
C -1.76 -0.11 -0.27 -0.62
C -0.39 -0.76 -0.50 -0.67
C 0.39 -0.14 0.55 0.61
O 0.47 -0.61 1.74 -0.72
C 1.26 1.28 0.19 -0.68
C 1.99 1.80 1.26 0.33
O 2.63 2.84 1.36 -0.70
S 0.86 1.89 -1.38 2.43
O 1.71 2.99 -1.72 -1.02
O -0.52 2.43 -1.21 -1.06
O 1.04 0.71 -2.21 -1.04
S -0.65 -2.49 -0.06 2.38
O 0.60 -3.16 -0.17 -0.98
O -1.67 -3.14 -0.83 -0.98
O -1.13 -2.46 1.44 -0.91
H -2.51 -0.72 -0.84 0.21
H -2.06 -0.07 0.83 0.21
H -1.80 0.78 -0.77 0.27
H 0.15 -0.51 -1.40 0.36
H 1.99 1.19 2.21 0.09
H -0.60 -1.73 1.78 0.50
```

Charge ... -2
Orbital gap ... 5.96 eV

Version Q
The following is a quantum chemistry calculation of a structure of composition C5H6O8S2, from the Open Molecules 2025 dataset.

Geometry as XYZ:
```
21
Properties=species:S:1:pos:R:3:nbo_charge:R:1
C -3.57 -1.22 0.14 1.06
C -0.96 0.08 1.66 0.74
C 0.18 2.50 -0.04 -0.87
C 0.24 -2.26 -0.13 -0.84
C -1.52 -0.01 0.19 -0.99
O -3.18 -2.19 0.70 -0.61
O -0.88 1.24 2.22 -0.81
O -4.40 -0.48 -0.22 -0.57
O -0.48 -0.90 2.20 -0.77
O -2.40 2.48 0.32 -1.00
O -1.58 1.66 -1.76 -1.03
O 0.74 -0.06 -1.39 -1.00
O -1.31 -1.42 -2.08 -0.98
S -1.40 1.64 -0.32 2.16
S -0.46 -0.82 -1.02 2.12
H -0.16 2.84 0.94 0.27
H 0.81 1.70 0.08 0.24
H 0.13 3.18 -0.83 0.22
H 0.67 -2.01 0.73 0.25
H -0.64 -2.94 0.10 0.23
H 0.87 -2.89 -0.71 0.20
```

Charge ... -2
Orbital gap ... 6.68 eV

Calculated relative energies: version P 0.0; version Q 73.3, given in kJ/mol